Below is an isolated molecule of C11H7Cl2N3O3S in a non-equilibrium geometry, with properties calculated with the ωB97M-V functional and the def2-TZVPD basis.

ΔE to the lowest compared entry with this formula, charge and spin (kcal/mol): 25.37
Highest occupied orbital energy (eV): -9.300
Gap between HOMO and LUMO (Ha): 0.300
Total charge: 0
Electronic energy (Ha): -2131.89477
E_LUMO (eV): -1.13

Geometry as XYZ:
```
27
C11H7Cl2N3O3S the ωB97M-V functional and the def2-TZVPD basis
H 0.10 2.95 1.26
H -2.52 -1.01 0.95
Cl -2.89 -2.72 -1.21
N 1.58 0.11 3.09
C -1.03 0.53 0.31
Cl -1.32 1.20 1.82
C 2.00 1.39 2.79
N 3.01 -0.71 1.38
H 3.41 -1.50 0.89
O 0.72 2.74 -1.90
C 2.24 -0.92 2.54
H 0.44 0.46 -2.71
C 0.75 3.21 0.42
C -1.82 -0.58 0.10
O 1.57 2.32 3.51
C -1.00 -0.95 -2.09
C 2.57 1.55 1.49
C -0.17 0.87 -0.70
H 0.29 4.22 0.29
H 1.32 -0.10 4.10
C -1.85 -1.35 -1.06
C 0.41 2.27 -0.82
S 2.49 3.20 0.87
C -0.19 0.14 -1.92
H -0.93 -1.56 -2.97
N 3.05 0.54 0.75
O 2.09 -2.02 3.12
```